Record 1
DFT (wB97M-V/def2-TZVPD) results for 16 unconnected molecules or ions with the total composition C86H80N16O22 at a distorted geometry.

Results
2S+1: 1
HOMO energy, eV: -7.448
Net charge: 0
Gap between HOMO and LUMO, eV: 6.04
Lowest unoccupied orbital energy, eV: -1.41

CARTESIAN COORDINATES (ANGSTROEM)
N 6.418 2.547 0.596
C 5.098 2.868 0.669
C 4.918 3.297 1.970
C 6.102 3.217 2.645
C 7.064 2.657 1.799
H 6.913 2.220 -0.221
H 4.405 2.799 -0.157
H 4.038 3.698 2.452
H 6.233 3.666 3.619
H 8.107 2.417 1.942
N 3.328 4.452 -2.619
C 4.516 5.138 -2.572
C 5.038 5.118 -3.883
C 4.123 4.440 -4.719
C 3.049 4.022 -3.875
H 2.848 4.265 -1.751
H 4.817 5.449 -1.582
H 5.941 5.650 -4.142
H 4.341 4.169 -5.742
H 2.144 3.479 -4.104
N -2.990 -2.062 1.602
C -3.120 -1.907 2.947
C -3.800 -0.760 3.212
C -4.214 -0.179 2.021
C -3.784 -1.072 1.063
H -2.487 -2.803 1.135
H -2.635 -2.566 3.653
H -4.013 -0.408 4.210
H -4.833 0.690 1.852
H -3.898 -1.123 -0.009
N -6.361 -2.224 2.323
C -7.453 -2.426 3.112
C -8.343 -3.289 2.547
C -7.774 -3.555 1.313
C -6.582 -2.887 1.150
H -5.570 -1.634 2.542
H -7.442 -1.938 4.075
H -9.248 -3.712 2.956
H -8.229 -4.166 0.548
H -5.847 -2.837 0.361
N 5.882 0.608 -2.311
C 6.167 1.862 -2.847
C 7.485 2.094 -2.440
C 7.992 1.083 -1.660
C 6.992 0.141 -1.652
H 5.011 0.107 -2.419
H 5.347 2.299 -3.397
H 8.039 2.989 -2.685
H 8.931 0.951 -1.144
H 7.003 -0.754 -1.048
C 2.551 -0.173 6.992
C 1.261 -0.538 7.318
C 0.170 -0.050 6.596
C 0.448 0.696 5.424
C 1.806 0.999 5.099
C 2.817 0.523 5.841
N -0.646 1.219 4.614
O -1.759 1.094 5.008
O -0.349 1.662 3.494
H 3.383 -0.486 7.606
H 1.029 -1.116 8.200
H -0.845 -0.309 6.858
H 2.073 1.671 4.297
H 3.833 0.747 5.552
C -3.962 3.498 -4.951
C -3.987 4.698 -4.265
C -4.360 4.664 -2.912
C -4.698 3.426 -2.267
C -4.768 2.257 -3.093
C -4.430 2.333 -4.431
N -5.046 3.352 -0.824
O -5.084 2.283 -0.228
O -5.257 4.366 -0.232
H -3.627 3.555 -5.977
H -3.677 5.664 -4.634
H -4.469 5.582 -2.353
H -5.126 1.273 -2.826
H -4.365 1.474 -5.082
C 0.756 -3.035 -2.110
C 0.966 -2.868 -3.459
C 2.279 -2.840 -3.929
C 3.389 -2.965 -3.066
C 3.182 -3.137 -1.698
C 1.879 -3.141 -1.245
N 4.811 -2.966 -3.591
O 5.771 -3.365 -2.908
O 4.921 -2.526 -4.710
H -0.207 -2.824 -1.669
H 0.139 -2.743 -4.142
H 2.457 -2.840 -4.994
H 3.984 -3.075 -0.977
H 1.634 -3.083 -0.195
C -4.690 -5.711 -4.191
C -5.738 -5.027 -3.539
C -5.573 -3.711 -3.274
C -4.443 -2.967 -3.640
C -3.445 -3.629 -4.344
C -3.567 -5.001 -4.582
N -4.311 -1.591 -3.233
O -3.343 -0.909 -3.600
O -5.175 -1.131 -2.496
H -4.735 -6.772 -4.391
H -6.672 -5.538 -3.357
H -6.412 -3.156 -2.882
H -2.572 -3.126 -4.733
H -2.825 -5.637 -5.043
C -2.166 6.833 0.503
C -2.094 5.429 0.681
C -0.846 4.829 0.492
C 0.337 5.601 0.280
C 0.164 7.005 0.049
C -1.039 7.603 0.278
N 1.666 5.016 0.146
O 1.750 3.859 -0.213
O 2.632 5.751 0.295
H -3.117 7.337 0.591
H -2.949 4.823 0.942
H -0.693 3.778 0.684
H 1.083 7.559 -0.073
H -1.151 8.668 0.134
C -3.616 3.204 3.372
C -4.898 3.535 2.910
C -5.300 4.884 2.927
C -4.493 5.891 3.479
C -3.261 5.560 4.022
C -2.859 4.242 3.923
N -4.897 7.328 3.462
O -3.981 8.196 3.488
O -6.122 7.627 3.620
H -3.241 2.193 3.327
H -5.496 2.836 2.344
H -6.251 5.080 2.455
H -2.574 6.272 4.455
H -1.859 3.947 4.207
C 0.827 -1.336 -7.675
C -0.555 -1.346 -7.451
C -1.215 -0.148 -7.157
C -0.477 1.063 -7.200
C 0.920 1.015 -7.421
C 1.586 -0.152 -7.715
N -1.179 2.325 -7.014
O -2.127 2.650 -7.735
O -0.767 3.127 -6.204
H 1.388 -2.247 -7.820
H -1.053 -2.304 -7.443
H -2.277 -0.194 -6.967
H 1.448 1.957 -7.436
H 2.626 -0.157 -8.006
C 4.045 -5.499 6.552
C 4.637 -4.614 5.668
C 3.812 -3.797 4.823
C 2.390 -3.926 4.737
C 1.761 -4.924 5.532
C 2.625 -5.646 6.436
N 1.598 -3.099 3.775
O 2.168 -2.179 3.215
O 0.490 -3.310 3.534
H 4.658 -6.133 7.176
H 5.692 -4.382 5.668
H 4.348 -3.075 4.225
H 0.682 -4.917 5.503
H 2.107 -6.363 7.056
C -5.687 -8.017 0.497
C -4.733 -8.421 -0.414
C -3.724 -7.564 -0.684
C -3.692 -6.305 -0.161
C -4.638 -5.942 0.812
C -5.673 -6.802 1.185
N -2.676 -5.329 -0.724
O -2.323 -4.431 0.044
O -2.272 -5.480 -1.900
H -6.473 -8.727 0.707
H -4.710 -9.417 -0.831
H -3.025 -7.893 -1.439
H -4.788 -5.013 1.341
H -6.424 -6.556 1.920
C -1.499 0.941 -0.957
C -0.826 1.367 -2.118
C 0.505 1.149 -2.270
C 1.196 0.508 -1.234
C 0.520 0.165 -0.034
C -0.870 0.343 0.123
N 2.637 0.235 -1.408
O 3.321 -0.060 -0.448
O 3.060 0.093 -2.544
H -2.558 1.122 -0.852
H -1.373 1.927 -2.862
H 1.133 1.533 -3.061
H 1.189 -0.255 0.702
H -1.479 0.119 0.986
C 5.548 -1.606 1.842
C 5.243 -0.574 2.687
C 6.177 -0.257 3.705
C 7.413 -0.979 3.759
C 7.727 -2.027 2.854
C 6.745 -2.295 1.921
N 8.452 -0.605 4.775
O 8.432 0.620 5.022
O 9.089 -1.425 5.402
H 4.979 -1.798 0.944
H 4.371 0.048 2.547
H 5.946 0.550 4.384
H 8.728 -2.390 3.033
H 7.092 -2.971 1.153

=====

Record 2
DFT (wB97M-V/def2-TZVPD) results for 6 unconnected molecules or ions with the total composition C87H56F6N2O12S at a distorted geometry.

Results
2S+1: 1
HOMO energy, eV: -9.137
Structure (SMILES): Cc1ccccc1C[C@@](C#N)(CCCC(F)(F)C(F)(F)F)[C@H](C#N)S(=O)(=O)F.O=C1c2ccccc2C(=O)c2ccccc21.O=C1c2ccccc2C(=O)c2ccccc21.O=C1c2ccccc2C(=O)c2ccccc21.O=C1c2ccccc2C(=O)c2ccccc21.O=C1c2ccccc2C(=O)c2ccccc21
Net charge: 0
Gap between HOMO and LUMO, eV: 7.92
Lowest unoccupied orbital energy, eV: -1.21

CARTESIAN COORDINATES (ANGSTROEM)
C -7.729 -0.191 4.105
C -7.359 0.977 3.220
C -8.017 2.182 3.439
C -7.782 3.293 2.644
C -6.877 3.181 1.609
C -6.217 1.989 1.378
C -6.425 0.870 2.181
C -5.664 -0.388 1.806
C -4.507 -0.881 2.705
C -4.978 -1.733 3.789
N -5.345 -2.432 4.610
C -3.481 -1.771 1.913
C -4.067 -2.577 0.763
C -4.945 -3.780 1.193
C -4.275 -5.104 0.889
F -5.161 -6.100 1.215
F -3.986 -5.249 -0.419
C -3.026 -5.407 1.740
F -3.252 -5.061 3.016
F -2.726 -6.708 1.695
F -1.958 -4.714 1.298
C -3.637 0.221 3.412
C -4.221 0.818 4.589
N -4.722 1.346 5.457
S -2.990 1.492 2.306
O -3.150 1.123 0.947
O -3.342 2.786 2.747
F -1.477 1.309 2.614
H -8.721 -0.040 4.513
H -7.023 -0.275 4.921
H -7.704 -1.118 3.540
H -8.740 2.227 4.238
H -8.324 4.206 2.831
H -6.713 4.035 0.968
H -5.533 1.962 0.544
H -6.373 -1.209 1.702
H -5.257 -0.219 0.819
H -2.668 -1.155 1.550
H -3.059 -2.472 2.631
H -4.613 -1.973 0.050
H -3.224 -2.967 0.201
H -5.163 -3.806 2.254
H -5.853 -3.795 0.601
H -2.754 -0.310 3.774
O -6.373 -0.329 -2.024
C -6.312 -0.528 -3.220
C -7.076 -1.638 -3.854
C -7.889 -2.440 -3.063
C -8.631 -3.455 -3.641
C -8.565 -3.674 -5.013
C -7.745 -2.887 -5.804
C -6.994 -1.870 -5.228
C -6.104 -1.044 -6.093
O -5.994 -1.280 -7.278
C -5.356 0.079 -5.461
C -4.546 0.884 -6.251
C -3.865 1.948 -5.684
C -3.992 2.214 -4.325
C -4.789 1.408 -3.530
C -5.471 0.336 -4.093
H -7.942 -2.262 -1.998
H -9.267 -4.077 -3.025
H -9.153 -4.461 -5.465
H -7.686 -3.056 -6.870
H -4.454 0.675 -7.308
H -3.236 2.575 -6.302
H -3.464 3.050 -3.885
H -4.887 1.609 -2.472
O 4.644 5.552 4.736
C 4.167 4.440 4.840
C 4.702 3.471 5.837
C 5.737 3.864 6.676
C 6.225 2.986 7.629
C 5.681 1.711 7.748
C 4.661 1.309 6.903
C 4.171 2.183 5.942
C 3.093 1.724 5.022
O 2.674 0.586 5.073
C 2.548 2.698 4.036
C 1.536 2.295 3.178
C 1.001 3.190 2.269
C 1.475 4.497 2.216
C 2.498 4.902 3.057
C 3.044 4.003 3.965
H 6.152 4.858 6.583
H 7.028 3.296 8.285
H 6.058 1.031 8.500
H 4.241 0.316 6.986
H 1.170 1.278 3.225
H 0.213 2.872 1.601
H 1.047 5.197 1.511
H 2.878 5.913 3.012
O 3.531 1.770 0.224
C 4.634 1.291 0.047
C 5.779 1.692 0.906
C 5.560 2.597 1.934
C 6.600 2.955 2.773
C 7.869 2.418 2.583
C 8.097 1.524 1.548
C 7.053 1.158 0.705
C 7.310 0.200 -0.408
O 8.425 -0.230 -0.614
C 6.156 -0.223 -1.252
C 6.361 -1.145 -2.269
C 5.292 -1.572 -3.041
C 4.014 -1.080 -2.801
C 3.806 -0.151 -1.796
C 4.873 0.285 -1.022
H 4.572 3.011 2.076
H 6.423 3.656 3.578
H 8.679 2.692 3.247
H 9.080 1.103 1.394
H 7.355 -1.530 -2.448
H 5.454 -2.294 -3.830
H 3.181 -1.420 -3.400
H 2.815 0.235 -1.607
O 2.085 1.882 -5.008
C 2.215 3.089 -5.041
C 2.212 3.895 -3.789
C 2.081 3.246 -2.569
C 2.109 3.971 -1.390
C 2.271 5.352 -1.427
C 2.388 6.008 -2.642
C 2.353 5.284 -3.827
C 2.463 6.006 -5.125
O 2.533 7.216 -5.164
C 2.487 5.198 -6.378
C 2.622 5.846 -7.599
C 2.674 5.110 -8.770
C 2.591 3.722 -8.727
C 2.444 3.072 -7.515
C 2.387 3.805 -6.336
H 1.962 2.173 -2.546
H 2.013 3.457 -0.445
H 2.309 5.918 -0.505
H 2.509 7.082 -2.676
H 2.690 6.925 -7.625
H 2.783 5.617 -9.720
H 2.640 3.149 -9.644
H 2.376 1.993 -7.476
O 1.374 -4.696 -0.037
C 2.374 -5.296 0.296
C 2.410 -6.786 0.294
C 1.285 -7.490 -0.117
C 1.313 -8.873 -0.157
C 2.464 -9.560 0.212
C 3.584 -8.864 0.636
C 3.560 -7.476 0.683
C 4.769 -6.745 1.159
O 5.748 -7.346 1.546
C 4.740 -5.255 1.142
C 5.866 -4.550 1.549
C 5.866 -3.166 1.513
C 4.739 -2.482 1.070
C 3.611 -3.178 0.674
C 3.604 -4.565 0.712
H 0.394 -6.950 -0.406
H 0.436 -9.420 -0.480
H 2.487 -10.641 0.170
H 4.480 -9.393 0.929
H 6.740 -5.089 1.888
H 6.745 -2.617 1.826
H 4.740 -1.402 1.035
H 2.733 -2.647 0.331